Formula: C6H18NS
Source: the OMol25 dataset
Level of theory: the ωB97M-V functional and the def2-TZVPD basis

XYZ file:
```
26
Properties=species:S:1:pos:R:3:forces:R:3
C 1.65869 0.86973 -0.01373 0.3 -0.4 -0.4
C 1.83552 2.02236 -0.98309 -0.1 0.3 0.4
C 1.90468 3.30568 -0.13973 0.0 -0.4 0.3
N 1.59968 -0.46221 -0.77326 0.1 0.4 -0.5
H 2.52341 0.75319 0.63968 -0.1 0.2 0.1
H 0.76035 0.94156 0.59466 -0.1 0.0 0.0
H 0.99639 2.07980 -1.68192 0.0 -0.1 0.0
H 2.75080 1.87412 -1.56034 0.0 0.1 -0.1
H 1.10413 3.27801 0.60395 -0.1 0.2 -0.1
H 2.82969 3.31587 0.43749 0.1 0.2 -0.2
H 1.80837 4.21793 -0.71866 0.1 -0.1 -0.1
H 0.75806 -0.56393 -1.36028 0.3 0.0 0.6
H 2.36007 -0.46455 -1.46244 0.2 -0.2 0.3
H 1.70557 -1.25603 -0.14030 0.0 -0.1 -0.2
C -2.24344 -2.47436 1.95763 0.3 0.4 -0.7
C -1.45776 -1.98020 0.71783 0.2 0.0 0.7
C -2.38982 -1.21210 -0.22120 0.2 0.5 0.1
S -1.66285 -0.92563 -1.84877 -0.6 0.0 0.4
H -1.55921 -3.10083 2.52397 -0.3 -0.2 0.2
H -3.12876 -3.01416 1.63349 0.0 -0.3 0.2
H -2.53897 -1.62633 2.57196 -0.1 0.0 0.1
H -0.73383 -1.24439 1.08972 0.1 -0.1 -0.2
H -0.88275 -2.80471 0.29127 -0.3 0.0 -0.4
H -2.58092 -0.23290 0.22638 -0.2 0.1 -0.3
H -3.38064 -1.66454 -0.38333 0.1 -0.3 -0.1
H -2.03646 0.36863 -2.00099 -0.1 -0.1 -0.2
```
Positions in Å, forces in eV/Å.

As for the spin multiplicity: 2. The net charge is +2. The calculation puts the largest force on an atom at 0.81 eV/Å. The total energy is -691.62787 Eh. The expectation value of S² is 0.753. The calculation puts the HOMO energy (alpha / beta) at -18.889 / -18.888 eV.

---

Formula: C41H97FIO18PS3
Source: the OMol25 dataset
Level of theory: the ωB97M-V functional and the def2-TZVPD basis

XYZ file:
```
162
Properties=species:S:1:pos:R:3:forces:R:3
C -2.61603 -2.75439 0.05842 0.3 0.1 0.0
C -1.59641 -3.35733 -0.91039 -0.2 -0.2 0.0
C -2.07610 -3.44562 -2.36844 -0.2 0.0 0.2
C -2.89777 -2.25703 -2.86205 0.3 0.1 -0.7
C -2.03491 -0.99402 -3.07704 -0.4 -0.3 0.1
C -2.79488 0.32568 -2.88615 0.3 0.2 0.1
C -1.88834 1.48574 -2.44368 -0.2 -0.4 -0.3
C -1.14425 1.18039 -1.13397 0.0 0.3 -0.4
C -0.91749 2.39577 -0.20870 -0.3 -0.1 -0.2
C -1.66189 2.39691 1.13627 0.3 -0.3 -0.1
C -1.55418 1.09979 1.94596 0.3 0.3 0.1
C -0.09314 0.64064 2.11414 -0.2 -0.3 0.0
C 0.19176 -0.64996 1.33984 0.8 0.3 0.2
C 1.66903 -0.79384 0.93189 -0.7 -0.5 0.1
C 1.83694 -2.07600 0.09653 -0.3 0.3 -0.4
C 2.53545 -1.90492 -1.26929 0.4 -0.8 0.4
C 3.83353 -1.07147 -1.27596 -0.4 0.3 0.4
P 5.08091 -1.56005 0.06641 1.5 -0.2 -0.4
O 4.55202 -2.95484 0.66105 -0.3 0.4 0.3
O 4.79524 -0.53790 1.27923 -0.7 0.0 -0.4
S 6.93228 -1.64977 -0.40029 -0.3 -0.1 0.0
C 4.42765 -1.01914 -2.68067 -0.1 -0.3 -0.3
I 2.90219 -0.62265 -4.21569 0.0 0.2 0.0
S 5.58392 0.45668 -2.82545 -0.2 0.2 0.2
O 5.71581 1.04970 -1.54047 -0.1 -0.1 0.1
O 5.22789 1.28053 -3.92184 0.2 -0.1 -0.2
F 6.89502 -0.25636 -3.20097 0.2 -0.1 -0.1
O 5.07697 -2.19816 -3.03066 -0.1 0.3 0.2
S 4.34810 -3.64410 -2.73310 -0.1 -1.0 -0.4
O 4.07912 -4.20630 -4.02175 0.0 0.4 0.0
O 5.22171 -4.35859 -1.86828 0.0 0.3 0.2
C 2.75526 -3.31726 -1.91402 -0.6 0.5 0.0
C 1.62644 -3.71591 -2.87859 -0.2 -0.7 0.4
C 1.41308 -5.25010 -2.89469 0.4 0.5 -0.3
C 0.97985 -5.75000 -4.27285 0.1 0.1 -0.2
C 1.32124 -7.21158 -4.46064 -0.3 -0.1 0.1
O 1.04003 -8.06317 -3.66854 -0.1 -0.1 0.1
O 1.96404 -7.54351 -5.60258 0.1 0.1 -0.1
H -3.62930 -3.08673 -0.16716 0.0 0.0 0.0
H -2.58422 -1.66326 0.01723 -0.2 0.0 0.0
H -2.38877 -3.03712 1.08750 0.0 0.0 0.0
H -1.35636 -4.36980 -0.57383 0.2 0.1 -0.1
H -0.66318 -2.79180 -0.84832 -0.3 -0.1 -0.1
H -1.20338 -3.56183 -3.02018 -0.1 -0.1 -0.1
H -2.66653 -4.35874 -2.48817 0.0 0.0 0.0
H -3.74974 -2.04005 -2.21794 0.1 -0.1 0.2
H -3.32057 -2.53953 -3.83170 -0.2 0.0 0.1
H -1.65211 -1.03163 -4.09994 0.3 0.0 0.1
H -1.17760 -1.05778 -2.40156 0.0 0.2 0.0
H -3.26456 0.60388 -3.83372 -0.2 -0.1 0.1
H -3.59215 0.18984 -2.14815 0.0 0.0 0.0
H -2.48888 2.39463 -2.35464 0.0 0.0 0.1
H -1.18977 1.66129 -3.26371 0.1 0.2 0.2
H -0.15960 0.78763 -1.40459 0.0 -0.2 0.1
H -1.68108 0.37350 -0.62951 0.0 0.1 0.1
H 0.15454 2.49699 -0.02999 0.0 0.1 0.1
H -1.22627 3.29321 -0.75107 0.2 0.1 0.0
H -2.71475 2.66015 1.00811 0.0 0.0 -0.1
H -1.21288 3.19042 1.73224 -0.2 0.1 0.1
H -2.11793 0.28520 1.48362 -0.1 0.1 0.0
H -1.98879 1.28243 2.92621 -0.1 -0.1 0.0
H 0.59283 1.42924 1.79236 0.0 0.0 0.0
H 0.12734 0.45872 3.16886 0.0 0.1 0.0
H -0.04568 -1.50109 1.98452 -0.3 -0.1 -0.2
H -0.39856 -0.69111 0.42427 -0.1 -0.1 0.2
H 2.25697 -0.85907 1.84740 0.3 0.3 -0.1
H 1.91979 0.10623 0.36208 0.3 0.0 0.1
H 0.82160 -2.37766 -0.17395 0.3 -0.2 0.1
H 2.23900 -2.91358 0.65335 0.1 0.1 0.1
H 1.77951 -1.41140 -1.87813 0.3 0.3 -0.2
H 3.57646 -0.03521 -1.04076 -0.1 -0.1 0.1
H 4.42569 -2.85051 1.61696 -0.1 -0.2 -0.1
H 4.40588 0.28264 0.94421 0.1 0.1 0.3
H 2.72179 -4.04541 -1.10489 0.5 0.0 0.0
H 0.71210 -3.24923 -2.50384 0.1 0.2 -0.2
H 1.84458 -3.38696 -3.88765 -0.1 0.3 0.0
H 2.37776 -5.71792 -2.68722 -0.1 -0.1 0.2
H 0.70390 -5.52345 -2.11894 0.1 -0.2 0.0
H -0.09257 -5.62056 -4.43644 0.0 -0.1 0.1
H 1.47616 -5.16698 -5.05422 0.0 0.1 0.1
H 2.26679 -6.74238 -6.04762 -0.1 -0.1 -0.1
C -2.23027 0.50624 7.57554 0.0 0.0 -0.1
C -2.58292 -0.14142 6.25010 0.2 0.0 0.1
O -1.84688 0.43117 5.16965 0.0 -0.1 0.1
H -2.41445 1.57693 7.54071 0.0 0.0 0.0
H -2.81751 0.07503 8.38861 0.0 0.0 0.0
H -1.17178 0.36850 7.80724 0.0 0.0 0.0
H -3.63458 0.01405 6.01272 0.0 0.0 0.0
H -2.39989 -1.22116 6.28731 -0.1 0.0 0.0
H -0.91241 0.29381 5.35564 0.0 0.1 0.0
C -2.46071 5.36861 9.90141 0.1 0.0 0.1
C -2.33596 4.26059 8.87353 -0.1 -0.1 0.2
O -1.62501 3.13603 9.38472 0.0 0.1 0.0
H -1.47332 5.69141 10.23373 0.0 0.0 -0.1
H -2.98922 6.22838 9.48501 0.0 0.0 0.0
H -3.00481 5.02225 10.78280 -0.1 0.0 0.0
H -1.77748 4.59916 8.00150 0.0 0.0 0.0
H -3.32991 3.94295 8.53699 0.0 0.1 -0.1
H -2.10582 2.80944 10.15214 0.0 0.0 0.0
C -5.24492 7.84010 13.31513 0.1 0.0 0.0
C -5.10970 6.72673 12.29353 -0.1 -0.1 0.3
O -4.39836 5.61119 12.83087 0.0 0.1 -0.1
H -4.26018 8.16733 13.64933 0.0 0.0 0.0
H -5.77553 8.69637 12.89635 0.0 0.0 0.0
H -5.79475 7.49337 14.19321 -0.1 0.0 0.0
H -4.54474 7.06487 11.42652 0.0 -0.1 0.0
H -6.09584 6.39731 11.94958 0.0 0.1 -0.1
H -4.89982 5.29164 13.58763 0.1 0.0 0.0
C 4.69103 2.51702 -7.24410 -0.1 0.0 0.1
C 3.45085 2.02973 -7.96760 0.2 0.1 -0.1
O 2.32169 2.86178 -7.69728 0.3 -0.3 -0.4
H 4.51295 2.55118 -6.16954 0.0 -0.1 0.0
H 5.54094 1.86054 -7.43571 0.0 0.0 0.0
H 4.95670 3.52625 -7.56961 0.0 0.0 -0.1
H 3.18031 1.03033 -7.62985 -0.1 0.0 0.0
H 3.62230 1.98736 -9.04862 0.0 -0.1 0.0
H 2.53834 3.75034 -7.99587 0.0 0.0 0.0
C 0.21815 4.49593 -10.13340 0.0 0.0 0.0
C 0.41503 5.94267 -10.54560 0.0 0.0 0.2
O -0.33685 6.83871 -9.73231 0.0 0.0 -0.1
H -0.83780 4.22874 -10.18400 0.0 0.0 0.0
H 0.78162 3.82148 -10.77978 0.0 0.0 0.0
H 0.54681 4.33483 -9.10451 0.0 0.0 -0.1
H 0.07021 6.10298 -11.56596 0.0 0.0 0.0
H 1.47690 6.21114 -10.50357 0.0 0.0 -0.1
H -0.04500 6.73008 -8.82176 0.0 0.0 0.0
C -2.57073 7.33602 3.72758 0.0 -0.1 0.0
C -1.61079 6.39502 3.02391 -0.1 0.0 -0.1
O -2.28105 5.28438 2.43531 0.0 0.1 0.1
H -3.12771 6.80183 4.49809 0.0 0.0 0.0
H -2.03636 8.16581 4.19249 0.0 0.0 0.0
H -3.29452 7.74895 3.02087 0.0 0.0 0.0
H -0.90043 5.97340 3.73403 0.0 0.0 0.0
H -1.04339 6.93345 2.25703 0.1 0.0 0.1
H -2.90819 5.62594 1.78970 0.0 0.0 0.0
C 1.11874 -5.14486 2.73037 0.0 0.1 -0.1
C 0.36102 -5.68425 1.53164 0.2 -0.1 0.1
O 0.97738 -5.29704 0.30123 0.1 0.1 0.1
H 1.17575 -4.05489 2.68551 0.0 0.0 0.0
H 0.63071 -5.43107 3.66251 0.0 0.0 0.0
H 2.14127 -5.53180 2.74641 0.0 0.0 0.0
H -0.65145 -5.28328 1.50703 0.0 0.0 -0.1
H 0.29232 -6.77448 1.58037 -0.1 0.0 0.0
H 1.86909 -5.66392 0.30273 0.0 -0.1 0.0
C -0.61774 4.60635 -6.53942 -0.1 -0.1 0.2
C 0.43040 3.91136 -5.69027 0.2 0.0 -0.2
O -0.12346 2.83794 -4.93276 -0.1 0.0 0.0
H -1.42518 4.98713 -5.91340 0.0 0.1 0.0
H -0.18382 5.44115 -7.09270 0.0 0.0 0.0
H -1.05564 3.91128 -7.25995 0.0 0.0 -0.1
H 0.85422 4.60242 -4.96294 -0.1 0.0 0.1
H 1.24543 3.53556 -6.31795 -0.4 0.2 0.4
H -0.49239 2.20377 -5.55678 0.0 0.0 0.0
C 0.70306 -10.96434 1.04585 -0.1 0.1 0.0
C 0.82247 -9.94649 2.16360 -0.1 -0.1 0.0
O -0.43313 -9.35221 2.48582 0.1 0.1 0.0
H 0.28713 -10.49979 0.15163 0.0 0.0 0.0
H 1.67646 -11.38913 0.79781 0.0 0.0 0.0
H 0.03787 -11.78065 1.33773 0.0 0.0 0.0
H 1.47490 -9.12674 1.86340 0.0 0.0 0.0
H 1.25178 -10.40890 3.05884 0.1 0.0 0.0
H -1.02898 -10.05298 2.76820 0.0 0.0 0.0
```
Positions in Å, forces in eV/Å.

The net charge is 0. The calculation puts the largest force on an atom at 1.56 eV/Å. The total energy is -4908.10324 Eh. The calculation puts the HOMO energy at -8.890 eV.

---

Formula: C6H10N
Source: the OMol25 dataset
Level of theory: the ωB97M-V functional and the def2-TZVPD basis

XYZ file:
```
17
Properties=species:S:1:pos:R:3:forces:R:3
C 3.02263 0.52618 -0.11833 -1.1 -2.0 0.4
C 2.34683 -0.07705 -1.12069 -0.3 0.0 1.0
C 0.35929 0.31296 0.87785 -2.9 -1.3 0.7
C 1.77066 -0.10435 0.16416 -0.4 3.0 -1.5
C -1.76651 -1.04674 0.90036 -1.4 -1.3 -2.1
C -1.35610 0.47033 -0.99857 0.9 3.8 -0.3
N -1.01535 -0.00154 0.24912 4.6 0.6 3.9
H 3.95775 0.96822 0.19966 -0.3 0.3 0.1
H 2.28192 -0.25809 -2.18966 0.0 -0.2 0.3
H 0.18111 -0.21673 1.87170 1.3 1.0 -1.2
H 0.50539 1.43473 1.07459 0.0 -1.6 -0.5
H -1.45508 -1.25911 1.89543 0.6 0.0 0.7
H -2.85354 -0.72312 1.03352 1.3 -0.7 -0.6
H -1.63461 -2.04139 0.27766 -0.8 1.6 1.2
H -1.88185 -0.20026 -1.52092 -1.7 -2.8 -2.3
H -1.96123 1.38764 -1.04720 -0.3 0.0 0.7
H -0.50132 0.82831 -1.54867 0.7 -0.4 -0.5
```
Positions in Å, forces in eV/Å.

The net charge is +1. The calculation puts the largest force on an atom at 6.06 eV/Å. The total energy is -288.92587 Eh. The calculation puts the HOMO energy at -12.259 eV.